<w>
DFT (ωB97M-V/def2-TZVPD) results for 2 unconnected molecules or ions with the total composition C6H12O2.

Each line ends with the Mulliken charge.
CARTESIAN COORDINATES (ANGSTROEM)
C -3.177 -0.246 -0.539  -1.4765
C -1.811 -0.852 -0.220  -0.0862
C -0.810 -0.031 0.259  -0.3906
C 0.499 -0.527 0.532  -0.3154
C 1.439 0.289 1.104  0.6541
C 2.889 -0.098 1.282  -1.4082
O 1.207 1.646 1.182  -0.5264
H -3.706 -0.855 -1.171  0.4423
H -3.819 -0.078 0.300  0.3320
H -3.209 0.698 -1.014  0.3682
H -1.788 -1.945 -0.162  0.3638
H -1.113 0.977 0.275  0.4075
H 0.716 -1.534 0.194  0.2858
H 3.087 -1.153 1.272  0.3430
H 3.218 0.297 2.327  0.3566
H 3.588 0.334 0.557  0.3279
H 2.025 2.148 1.447  0.3307
O 0.613 0.288 -2.676  -0.6416
H 0.058 -0.452 -2.443  0.3155
H 0.094 1.095 -2.504  0.3176

As for the structure (SMILES): C/C=C/C=C(/C)O.O. Its orbital gap is 8.4352 eV.


<x>
DFT (ωB97M-V/def2-TZVPD) results for 2 unconnected molecules or ions with the total composition C6H12O2.

Each line ends with the Mulliken charge.
CARTESIAN COORDINATES (ANGSTROEM)
C -2.509 0.726 1.043  -1.1713
C -1.271 0.368 0.684  0.9541
C -0.868 -1.079 0.598  -1.1976
C -0.158 1.364 0.765  -0.6491
C 1.101 1.114 -0.054  -0.6438
C 0.706 0.921 -1.499  0.0466
O 1.250 0.204 -2.294  -0.4680
H -3.192 -0.069 1.317  0.3028
H -2.783 1.762 1.186  0.3067
H 0.146 -1.276 0.277  0.2083
H -1.545 -1.736 0.040  0.3473
H -0.919 -1.574 1.582  0.3236
H -0.540 2.330 0.395  0.3588
H 0.081 1.463 1.832  0.2874
H 1.704 0.269 0.273  0.2740
H 1.778 1.969 0.038  0.3879
H -0.049 1.638 -1.906  0.3517
O 2.213 -2.984 -1.152  -0.6445
H 2.859 -3.359 -1.748  0.2891
H 1.995 -2.052 -1.376  0.3358

As for the structure (SMILES): C=C(C)CCC=O.O. Its orbital gap is 10.0522 eV.


<y>
DFT (ωB97M-V/def2-TZVPD) results for 2 unconnected molecules or ions with the total composition C6H12O2.

Each line ends with the Mulliken charge.
CARTESIAN COORDINATES (ANGSTROEM)
C 0.571 0.612 2.594  -0.7927
C -0.031 0.057 1.552  0.5122
C -1.064 -1.043 1.641  -1.3312
C 0.331 0.372 0.138  -0.2671
C 0.379 1.490 -0.579  -0.1371
C 0.675 1.659 -2.048  -0.4684
O -0.128 0.613 -2.691  -0.5429
H 0.558 0.079 3.597  0.2563
H 1.133 1.541 2.396  0.2815
H -0.715 -2.102 1.531  0.2397
H -1.884 -0.962 0.892  0.3581
H -1.620 -1.185 2.577  0.4017
H 0.993 -0.445 -0.197  0.4367
H -0.009 2.434 -0.164  0.2776
H 1.642 1.414 -2.457  0.2074
H 0.310 2.595 -2.490  0.3047
H -0.979 0.808 -3.096  0.2825
O 0.292 -2.917 -1.075  -0.6432
H 0.012 -2.183 -1.646  0.3200
H -0.466 -2.836 -0.476  0.3042

As for the structure (SMILES): C=C(C)/C=C/CO.O. Its orbital gap is 9.9629 eV.


Computed energies relative to the best structure, in hartree: <w> 0.0163; <x> 0.0000; <y> 0.0548


<w>
DFT (ωB97M-V/def2-TZVPD) results for 2 unconnected molecules or ions with the total composition C2H2ClNS2.

Each line ends with the Mulliken charge.
CARTESIAN COORDINATES (ANGSTROEM)
S 2.060 1.783 0.892  -0.0376
N 1.297 1.053 -0.276  -0.0185
S 1.278 -0.274 -1.073  0.2857
Cl 2.684 -1.881 -0.567  -0.2563
C -1.556 -0.254 -0.306  -0.3934
C -2.054 -0.277 0.794  -0.4335
H -1.280 0.129 -1.261  0.4549
H -2.429 -0.278 1.797  0.3987

As for the structure (SMILES): S=NSCl.C#C. Its orbital gap is 7.3393 eV.


<x>
DFT (ωB97M-V/def2-TZVPD) results for a molecular structure, C2H2ClNS2.

Each line ends with the Mulliken charge.
CARTESIAN COORDINATES (ANGSTROEM)
C -1.078 0.466 -0.265  -0.1199
C -0.435 -0.580 0.285  -0.4169
N 1.203 1.365 0.473  -0.2697
S -0.091 1.913 -0.376  0.0994
S 1.279 -0.202 0.777  0.3275
Cl 2.079 -1.838 -0.507  -0.3568
H -2.176 0.429 -0.650  0.2922
H -0.781 -1.554 0.263  0.4441

Its orbital gap is 8.2539 eV.


Computed energies relative to the best structure, in hartree: <w> 0.0864; <x> 0.0000


<w>
DFT (ωB97M-V/def2-TZVPD) results for 2 unconnected molecules or ions with the total composition CH6NPS.

Each line ends with the Mulliken charge.
CARTESIAN COORDINATES (ANGSTROEM)
C -1.898 -0.539 -0.268  -0.7627
N 2.549 -0.447 0.597  -0.5818
P 0.438 1.325 -0.442  0.1402
S -0.975 0.564 0.847  -0.0187
H -1.510 -1.545 -0.458  0.3147
H -1.975 -0.179 -1.419  0.2774
H -2.974 -0.516 0.157  0.2536
H 2.492 -1.183 -0.137  0.1719
H 3.359 0.244 0.629  0.1711
H 0.493 2.276 0.494  0.0342

Its orbital gap (alpha / beta) is 6.4885 / 6.4938 eV.


<x>
DFT (ωB97M-V/def2-TZVPD) results for 2 unconnected molecules or ions with the total composition CH6NPS.

Each line ends with the Mulliken charge.
CARTESIAN COORDINATES (ANGSTROEM)
H 4.114 1.068 0.979  0.2591
N 4.072 0.479 0.155  -0.4443
P 2.728 -0.016 -0.416  0.1767
H 1.690 0.520 0.436  0.0165
C -1.424 -0.541 -0.674  -0.7202
S -1.121 1.204 -0.254  -0.2248
H -2.478 -0.768 -0.548  0.3017
H -0.812 -1.182 -0.048  0.2590
H -1.140 -0.659 -1.714  0.2573
H -1.639 1.152 0.973  0.1189

As for the structure (SMILES): [H]/N=P\[H].CS. Its orbital gap is 8.8667 eV.


Computed energies relative to the best structure, in hartree: <w> 0.0914; <x> 0.0000


<w>
DFT (ωB97M-V/def2-TZVPD) results for 2 unconnected molecules or ions with the total composition CH6NPS.

Each line ends with the Mulliken charge.
CARTESIAN COORDINATES (ANGSTROEM)
C -1.694 -0.288 -0.522  -0.7798
N 2.553 -0.589 0.070  -0.4294
P 1.126 0.125 -0.578  0.1069
S -0.292 -1.297 -0.069  -0.0782
H -2.654 -0.704 0.026  0.2610
H -1.671 -0.094 -1.571  0.3275
H -1.569 0.798 -0.101  0.1557
H 2.710 -0.983 0.979  0.2181
H 3.474 -0.442 -0.443  0.2488
H -0.043 1.748 0.481  -0.0305

Its orbital gap is 7.9500 eV.


<x>
DFT (ωB97M-V/def2-TZVPD) results for 2 unconnected molecules or ions with the total composition CH6NPS.

Each line ends with the Mulliken charge.
CARTESIAN COORDINATES (ANGSTROEM)
C 0.291 -1.952 0.055  -0.8398
N -0.884 0.742 -0.011  -0.5356
P 2.360 0.284 0.540  -0.0382
S 0.500 -0.332 -0.187  0.1021
H 0.683 -2.388 0.868  0.3660
H -0.331 -2.386 -0.549  0.3111
H -0.732 1.643 -0.446  0.2625
H -1.120 1.088 0.913  0.2780
H 1.674 2.562 0.039  -0.0976
H 0.322 -0.203 -1.470  0.1915

Its orbital gap (alpha / beta) is 7.0992 / 6.9037 eV.


Computed energies relative to the best structure, in hartree: <w> 0.0000; <x> 0.1995


<w>
DFT (ωB97M-V/def2-TZVPD) results for a molecular structure, C4H3N3O.

Each line ends with the Mulliken charge.
CARTESIAN COORDINATES (ANGSTROEM)
C 1.862 -0.324 -0.022  -0.4151
C 1.215 0.899 0.015  -0.0165
C -2.146 -0.087 0.024  0.1226
C -0.126 -0.793 -0.059  0.3177
H 2.968 -0.341 0.003  0.3546
H 1.481 1.938 0.103  0.4037
H -3.272 -0.194 -0.035  0.3567
N -0.140 0.542 -0.040  0.7906
N -1.425 0.974 -0.016  -0.9728
N 1.015 -1.363 0.016  -0.6341
O -1.432 -1.251 0.012  -0.3075

Its orbital gap is 10.0017 eV.


<x>
DFT (ωB97M-V/def2-TZVPD) results for a single C4H3N3O molecule.

Each line ends with the Mulliken charge.
CARTESIAN COORDINATES (ANGSTROEM)
N 2.053 2.026 -2.139  -0.4405
C 1.469 1.584 -1.249  0.4271
N 0.736 1.245 -0.258  -0.3055
C 0.293 -0.061 -0.089  0.5873
C -0.926 -0.258 0.642  -0.3022
C -1.095 -1.589 0.708  -0.5044
O 0.074 -2.156 0.089  -0.1381
N 0.823 -1.196 -0.365  -0.3414
H 0.054 2.017 0.301  0.3230
H -1.571 0.421 1.171  0.2564
H -1.911 -2.032 1.189  0.4382

As for the structure (SMILES): N#CNc1ccon1. Its orbital gap is 9.7170 eV.


Computed energies relative to the best structure, in hartree: <w> 0.0000; <x> 0.0636


<w>
DFT (ωB97M-V/def2-TZVPD) results for a single C4H3N3O molecule.

Each line ends with the Mulliken charge.
CARTESIAN COORDINATES (ANGSTROEM)
N 0.686 -1.863 2.851  -0.4215
C 0.386 -1.231 1.967  0.3236
C 0.228 -0.504 0.821  0.1354
C -0.199 0.959 0.548  -0.4661
C -0.334 0.787 -0.815  0.5823
O -0.742 1.803 -1.545  -0.5488
N 0.185 -0.317 -1.434  -0.7888
N 0.596 -1.057 -0.363  0.2239
H -0.732 1.869 0.944  0.2912
H -1.190 1.526 -2.481  0.3901
H 1.117 -1.973 -0.494  0.2789

As for the structure (SMILES): N#Cc1cc(O)n[nH]1. Its orbital gap is 9.4436 eV.


<x>
DFT (ωB97M-V/def2-TZVPD) results for a molecular structure, C4H3N3O.

Each line ends with the Mulliken charge.
CARTESIAN COORDINATES (ANGSTROEM)
C -0.797 -1.919 0.240  -0.0839
C 0.494 -0.274 -0.149  0.3340
C 1.221 0.786 0.078  -0.3450
C -0.880 0.078 -0.134  0.6885
H -1.111 -2.844 0.903  0.2831
H 2.370 0.876 0.072  0.3283
H 0.570 2.481 -0.776  0.2005
N 0.366 -1.610 0.086  -0.5261
N 0.391 1.822 -0.184  0.0398
N -1.813 -0.843 0.211  -0.6393
O -0.812 1.447 -0.347  -0.2799

Its orbital gap is 9.4516 eV.


Computed energies relative to the best structure, in hartree: <w> 0.0000; <x> 0.0977